# C5H7NO3

C5H7NO3 in the gas phase in a non-equilibrium geometry (ωB97M-V with the def2-TZVPD basis set, the OMol25 dataset).

```
16
C5H7NO3 | the OMol25 dataset | ωB97M-V with the def2-TZVPD basis set
C -0.78 -1.94 -0.92
C 0.02 -0.65 -0.58
C 0.11 -0.50 0.83
C 1.03 0.57 1.52
C -0.28 1.67 0.05
H 0.14 -3.76 -1.37
H -1.16 -1.94 -2.02
H -1.50 -2.03 -0.18
H 0.72 -0.40 -1.52
H -0.29 -1.25 1.46
H 2.07 0.16 1.38
H 0.73 0.71 2.51
N -0.81 0.32 0.01
O 0.20 -2.94 -0.89
O 0.87 1.70 0.79
O -0.52 2.66 -0.61
```

The HOMO energy is -10.1 eV. As for the SMILES: O=C1OC[C@@H]2[C@@H](CO)N12. The energy above the lowest of the compared OMol25 structures with the same formula, charge and spin comes out at 84.3 kcal per mole.